Formula: C6H15NO
Source: OMol25
Level of theory: the ωB97M-V functional and the def2-TZVPD basis

As for the total charge: 0. Its spin multiplicity is 1. The calculation puts the relative energy (zero: lowest compared OMol25 entry of this formula, charge and spin) at 26.02 kcal/mol. The calculation puts the electronic energy at -367.589827 Ha. For the HOMO-LUMO gap, the calculation gives 9.17 eV. As for the LUMO energy: 0.783 eV. The HOMO energy comes out at -8.385 eV.

Each line ends with the Löwdin charge.
CARTESIAN COORDINATES (ANGSTROEM)
C -0.74471 -1.61323 -0.66585  -0.051
C -0.25605 -0.22724 -0.23348  -0.369
C -0.34172 -0.02531 1.29912  -0.153
C 1.11207 -0.09782 1.75819  -0.182
C 1.78668 0.60213 0.59712  -0.206
N 1.18428 -0.11235 -0.52389  -0.202
C 1.46808 0.47118 -1.80653  -0.104
H -0.25899 -2.38941 -0.07634  0.078
H -0.48992 -1.81821 -1.70681  0.069
H -1.82782 -1.69352 -0.56812  0.070
H -0.82370 0.51843 -0.79449  0.120
H -1.00156 -0.70414 1.84647  0.112
H -0.72139 0.97651 1.48316  0.101
H 1.30221 0.40550 2.70956  0.108
H 1.47155 -1.11997 1.86236  0.111
H 2.87077 0.54165 0.59011  0.120
H 1.42607 1.64099 0.62957  0.121
H 1.02913 1.47584 -1.92665  0.086
H 1.14287 -0.17404 -2.61514  0.078
H 2.54520 0.59785 -1.93218  0.083
O -3.73538 0.67711 -0.25103  -0.066
H -3.20697 1.48017 -0.36996  0.035
H -3.93070 0.58787 0.69478  0.042

=====

Formula: C6H15NO
Source: OMol25
Level of theory: the ωB97M-V functional and the def2-TZVPD basis

As for the total charge: 0. Its spin multiplicity is 1. The calculation puts the relative energy (zero: lowest compared OMol25 entry of this formula, charge and spin) at 28.80 kcal/mol. The calculation puts the electronic energy at -367.585408 Ha. For the HOMO-LUMO gap, the calculation gives 9.29 eV. As for the LUMO energy: 0.873 eV. The HOMO energy comes out at -8.420 eV.

Each line ends with the Löwdin charge.
CARTESIAN COORDINATES (ANGSTROEM)
C -2.58032 0.38531 0.49798  -0.082
C -1.11440 -0.04845 0.87108  -0.178
C -0.20998 0.10327 -0.34487  -0.574
C -0.73921 -0.70797 -1.52615  -0.006
O -0.12359 1.44787 -0.76471  0.004
N 1.14998 -0.43493 0.09394  -0.194
C 1.65255 -0.13104 1.41783  -0.119
C 2.21203 -0.21282 -0.87125  -0.107
H -3.14962 0.49619 1.41828  0.065
H -2.57454 1.33477 -0.03221  0.072
H -3.07391 -0.36981 -0.10647  0.064
H -1.12523 -1.08382 1.20621  0.120
H -0.79281 0.61779 1.67319  0.103
H -0.01348 -0.74057 -2.33138  0.069
H -1.62565 -0.22940 -1.93025  0.084
H -0.96063 -1.72085 -1.20553  0.095
H 0.13305 1.99300 -0.01212  0.102
H 2.60191 -0.65154 1.55674  0.085
H 1.83415 0.94390 1.58650  0.088
H 0.99103 -0.49817 2.19971  0.072
H 1.84724 -0.31010 -1.88912  0.069
H 2.67089 0.78290 -0.78031  0.085
H 2.99053 -0.96552 -0.72709  0.084

=====

Formula: C6H15NO10P2Sn
Source: OMol25
Level of theory: the ωB97M-V functional and the def2-TZVPD basis

As for the total charge: -4. Its spin multiplicity is 1. The calculation puts the relative energy (zero: lowest compared OMol25 entry of this formula, charge and spin) at 0.00 kcal/mol. The calculation puts the electronic energy at -1941.453294 Ha. For the HOMO-LUMO gap, the calculation gives 1.28 eV. As for the LUMO energy: 7.279 eV. The HOMO energy comes out at 6.002 eV.

Each line ends with the Löwdin charge.
CARTESIAN COORDINATES (ANGSTROEM)
Sn -12.97609 -19.74509 -5.73767  1.368
P -10.96794 -21.91626 -4.45365  -0.146
O -12.53876 -21.65690 -4.33931  -0.595
O -10.45081 -21.50859 -3.05259  -0.463
O -10.56308 -20.84167 -5.52162  -0.577
O -10.59423 -23.34247 -4.85669  -0.537
P -12.77359 -17.61944 -3.17863  -0.145
O -12.05030 -17.47573 -4.53522  -0.559
O -11.85831 -18.10540 -2.02211  -0.407
O -13.67891 -18.91130 -3.38970  -0.538
O -13.47074 -16.29285 -2.80360  -0.530
C -16.38915 -21.07206 -7.52442  -0.153
O -15.34907 -20.14353 -7.51026  -0.303
C -15.14217 -19.61305 -8.82059  -0.269
C -14.43918 -18.28680 -8.86192  -0.225
N -13.00802 -18.53286 -8.70534  -0.115
C -12.07818 -17.43515 -8.74548  -0.197
C -11.98687 -16.69111 -10.07724  -0.247
O -11.76717 -17.55275 -11.17175  -0.239
C -11.49052 -16.94901 -12.39776  -0.454
H -16.34582 -21.66993 -6.61648  0.097
H -16.28103 -21.79570 -8.35008  0.074
H -17.36883 -20.63619 -7.76416  0.074
H -16.12529 -19.40899 -9.28138  0.099
H -14.78893 -20.38804 -9.51273  0.118
H -14.75695 -17.76075 -7.95649  0.129
H -14.70302 -17.74370 -9.77674  0.097
H -12.74686 -19.29562 -9.31523  0.108
H -11.12550 -17.84341 -8.40216  0.130
H -12.31827 -16.70029 -7.97053  0.130
H -11.12511 -16.00846 -10.04629  0.108
H -12.88405 -16.10059 -10.30748  0.101
H -10.45732 -16.57376 -12.42238  0.035
H -12.19703 -16.14951 -12.64503  0.017
H -11.49880 -17.62627 -13.25494  0.014

=====

Formula: C6H15NO2Tl
Source: OMol25
Level of theory: the ωB97M-V functional and the def2-TZVPD basis

As for the total charge: +3. Its spin multiplicity is 1. The calculation puts the relative energy (zero: lowest compared OMol25 entry of this formula, charge and spin) at 36.39 kcal/mol. The calculation puts the electronic energy at -613.881644 Ha. For the HOMO-LUMO gap, the calculation gives 3.68 eV. As for the LUMO energy: -18.301 eV. The HOMO energy comes out at -21.978 eV.

Each line ends with the Löwdin charge.
CARTESIAN COORDINATES (ANGSTROEM)
Tl 4.10286 -25.57644 -33.65248  1.549
C 6.88132 -26.95705 -31.62521  -0.010
O 6.04353 -27.05142 -32.74227  -0.258
C 6.63603 -27.73733 -33.81941  -0.115
C 6.93909 -26.65303 -34.91860  -0.079
N 5.61488 -26.27283 -35.42860  -0.084
C 5.72463 -25.43462 -36.62082  -0.111
C 4.46416 -24.73760 -37.05657  -0.137
O 3.90033 -23.79600 -36.13742  -0.109
C 4.66932 -22.61207 -35.89004  0.034
H 7.42008 -27.82330 -31.24122  0.155
H 6.42949 -26.36738 -30.82755  0.133
H 7.78503 -26.37861 -31.81710  0.136
H 5.94742 -28.47268 -34.23556  0.160
H 7.57463 -28.15011 -33.44963  0.164
H 7.52078 -27.07808 -35.73657  0.186
H 7.57995 -25.90542 -34.45119  0.164
H 5.24560 -27.17820 -35.68168  0.144
H 6.15786 -26.04971 -37.40954  0.195
H 6.36859 -24.56716 -36.47611  0.154
H 3.68910 -25.46479 -37.29859  0.162
H 4.68463 -24.31380 -38.03631  0.180
H 4.05553 -21.71227 -35.93156  0.150
H 5.40945 -22.47870 -36.67904  0.129
H 5.04180 -22.85449 -34.89475  0.107

=====

Formula: C6H15NOSSi
Source: OMol25
Level of theory: the ωB97M-V functional and the def2-TZVPD basis

As for the total charge: 0. Its spin multiplicity is 1. The calculation puts the electronic energy at -1055.248515 Ha. For the HOMO-LUMO gap, the calculation gives 9.65 eV. As for the LUMO energy: -0.317 eV. The HOMO energy comes out at -9.966 eV.

Each line ends with the Löwdin charge.
CARTESIAN COORDINATES (ANGSTROEM)
C -2.18096 -0.27833 0.08605  -0.138
C 0.72204 -2.31403 -1.06393  -0.182
C -0.04744 1.62271 2.49393  -0.162
C -1.19426 0.44383 -0.87858  -0.312
C 0.95807 -1.42251 0.11554  -0.336
C 0.87667 1.72077 1.24696  -0.296
N 1.75271 0.82547 -1.46457  -0.403
O 0.46039 0.19531 -3.57577  -0.504
Si 0.54956 0.45247 -0.17143  0.557
S 1.72880 0.46814 -2.92028  0.826
H -1.56265 -1.16977 0.43021  0.057
H -2.30988 0.31894 0.95701  0.031
H -3.18017 -0.53472 -0.40993  0.097
H 1.28721 -3.19555 -0.74168  0.076
H -0.38989 -2.50660 -1.41278  0.122
H 1.09653 -1.83017 -1.96589  0.008
H 0.57686 1.81877 3.43550  0.088
H -0.81007 2.40359 2.63487  0.069
H -0.50566 0.63252 2.47138  0.041
H -1.43580 1.49535 -1.18611  0.091
H -1.22234 0.01264 -1.81375  0.008
H 1.89202 -1.73675 0.65218  0.090
H 0.31229 -1.84153 0.87562  0.049
H 2.03879 1.75116 1.25634  0.099
H 0.58720 2.66829 0.94911  0.022

=====

Formula: C6H15NS
Source: OMol25
Level of theory: the ωB97M-V functional and the def2-TZVPD basis

As for the total charge: 0. Its spin multiplicity is 1. The calculation puts the relative energy (zero: lowest compared OMol25 entry of this formula, charge and spin) at 76.06 kcal/mol. The calculation puts the electronic energy at -690.420233 Ha. For the HOMO-LUMO gap, the calculation gives 7.68 eV. As for the LUMO energy: -1.349 eV. The HOMO energy comes out at -9.029 eV.

Each line ends with the Löwdin charge.
CARTESIAN COORDINATES (ANGSTROEM)
C 0.89459 0.51559 -0.89250  -0.262
N 0.03441 -0.42526 -0.18533  -0.046
C -1.29396 0.21142 0.15968  -0.487
C -2.53425 -0.73069 0.29113  -0.647
S -4.03519 0.19016 0.45788  0.627
C -1.06958 1.15463 1.31357  -0.116
C 2.13686 -0.27720 -1.34256  -0.255
C 3.06569 -0.88641 -0.26628  -0.108
H 0.50195 1.11374 -1.73484  0.120
H 1.22816 1.21064 -0.11225  0.107
H -0.18490 -1.20047 -0.79293  0.094
H -1.52013 0.79462 -0.74334  0.113
H -2.45048 -1.37198 -0.60519  0.081
H -2.39333 -1.41298 1.14420  0.072
H -3.54406 0.70830 2.44517  0.165
H -0.41666 1.99194 1.05032  0.073
H -2.06676 1.56212 1.53222  -0.013
H -0.66648 0.62991 2.19054  0.092
H 2.70758 0.40379 -1.98201  0.096
H 1.78189 -1.08492 -2.00942  0.101
H 3.55549 -1.80433 -0.59582  0.063
H 3.81211 -0.14836 0.06989  0.069
H 2.45705 -1.14427 0.60788  0.061

=====

Formula: C6H15O2
Source: OMol25
Level of theory: the ωB97M-V functional and the def2-TZVPD basis

As for the total charge: -1. Its spin multiplicity is 1. The calculation puts the relative energy (zero: lowest compared OMol25 entry of this formula, charge and spin) at 35.83 kcal/mol. The calculation puts the electronic energy at -388.039479 Ha. For the HOMO-LUMO gap, the calculation gives 4.78 eV. As for the LUMO energy: 2.660 eV. The HOMO energy comes out at -2.118 eV.

Each line ends with the Löwdin charge.
CARTESIAN COORDINATES (ANGSTROEM)
C 2.40333 -0.23196 -1.12886  -0.539
O 2.70331 0.57855 -2.14788  -0.382
C 0.90757 0.11832 -0.58966  -0.185
C 0.35069 -1.06282 0.19909  -0.411
C 0.19151 -0.66991 1.66699  -0.112
C -0.97576 -1.60243 -0.47774  -0.256
C -0.81311 -2.08185 -1.88715  -0.132
H 2.41289 -1.31142 -1.29588  0.060
H 3.08138 0.08078 -0.22546  0.084
H 0.90629 1.01029 0.04160  0.090
H 0.52124 0.33385 -1.57391  0.073
H 0.96840 -1.97606 0.19509  0.119
H -0.33174 -1.33134 2.39660  0.070
H 1.21074 -0.43366 1.98195  0.072
H -0.35579 0.26597 1.76802  0.058
H -1.68451 -0.77462 -0.43269  0.100
H -1.43535 -2.33239 0.18121  0.088
H -0.38364 -1.33218 -2.55652  0.069
H -1.79457 -2.33739 -2.30684  0.059
H -0.18611 -2.97001 -2.08116  0.074
H -2.65721 5.71292 3.43794  0.035
H -2.43083 5.90759 2.03159  0.027
O -2.60873 6.43977 2.80369  -0.061

=====

Formula: C6H15O2
Source: OMol25
Level of theory: the ωB97M-V functional and the def2-TZVPD basis

As for the total charge: -1. Its spin multiplicity is 1. The calculation puts the relative energy (zero: lowest compared OMol25 entry of this formula, charge and spin) at 48.54 kcal/mol. The calculation puts the electronic energy at -388.019229 Ha. For the HOMO-LUMO gap, the calculation gives 5.46 eV. As for the LUMO energy: 3.280 eV. The HOMO energy comes out at -2.177 eV.

Each line ends with the Löwdin charge.
CARTESIAN COORDINATES (ANGSTROEM)
C 2.81028 -1.25004 0.65933  -0.511
O 4.05814 -1.07504 0.39129  -0.331
C 1.76448 0.18331 0.15619  -0.189
C 0.43110 -0.33822 -0.26920  -0.461
C -0.32930 -0.71625 1.03250  -0.080
C -0.29437 0.79514 -1.04850  -0.249
C -1.68827 0.32771 -1.61754  -0.119
H 2.24196 -2.07704 0.11537  0.069
H 2.63695 -1.22307 1.78557  0.058
H 1.88215 0.96268 0.89552  0.075
H 2.42606 0.53439 -0.65575  0.076
H 0.57223 -1.22715 -0.95674  0.139
H -1.06552 -1.51033 0.87340  0.061
H 0.50166 -1.00380 1.69782  0.056
H -0.84306 0.15188 1.51093  0.068
H 0.41452 1.11867 -1.85974  0.106
H -0.37232 1.66587 -0.36952  0.091
H -2.07279 -0.61548 -1.37097  0.029
H -1.60609 0.23247 -2.72260  0.058
H -2.34939 1.26135 -1.36413  0.085
H -3.34953 0.56530 0.79069  0.021
H -2.45369 1.81983 1.09786  0.016
O -3.31521 1.41785 1.22824  -0.069

=====

Formula: C6H15O3
Source: OMol25
Level of theory: the ωB97M-V functional and the def2-TZVPD basis

As for the total charge: -1. Its spin multiplicity is 1. The calculation puts the relative energy (zero: lowest compared OMol25 entry of this formula, charge and spin) at 22.51 kcal/mol. The calculation puts the electronic energy at -463.311775 Ha. For the HOMO-LUMO gap, the calculation gives 7.40 eV. As for the LUMO energy: 3.416 eV. The HOMO energy comes out at -3.988 eV.

Each line ends with the Löwdin charge.
CARTESIAN COORDINATES (ANGSTROEM)
C -0.87711 0.99123 -1.05123  -0.405
O -2.21123 1.05968 -0.72613  -0.326
C -0.23820 -0.39113 -0.80205  -0.222
C 1.29688 -0.41834 -0.91196  -0.227
C 2.03038 0.18246 0.26715  -0.231
C 2.67894 -1.94177 1.43571  -0.013
C 2.99207 -0.76689 0.89454  -0.199
H -0.34783 1.75843 -0.44296  0.102
H -0.73982 1.28598 -2.11978  0.100
H -0.61163 -0.82274 0.13918  0.105
H -0.66010 -1.02792 -1.58556  0.105
H 1.72845 -1.30582 -1.35124  0.094
H 1.31552 0.23704 -1.83398  0.109
H 2.52188 1.16382 0.11793  0.109
H 1.30635 0.45750 1.04045  0.115
H 1.67672 -2.32812 1.40269  0.052
H 3.25155 -2.69213 1.95155  0.035
H 3.96307 -0.33024 1.13797  0.087
H -2.93082 2.63030 1.67557  -0.024
H -2.66426 2.08159 0.22899  -0.032
O -3.13883 2.84510 0.76627  -0.183
H -2.95920 -0.41902 -0.47730  -0.011
H -4.09094 -0.95932 0.33685  0.005
O -3.29185 -1.28971 -0.09266  -0.147